No. 1
A molecular structure, C34H46N6NiO4S4. Source: the OMol25 dataset; level of theory: the ωB97M-V functional and the def2-TZVPD basis.

CARTESIAN COORDINATES (ANGSTROEM)
Ni 0.32895 -0.71997 0.00962
C 4.57365 0.17102 -1.28711
C 3.04344 -0.01922 -1.34464
N 2.48952 -0.06172 0.02394
C 3.28280 -1.01585 0.83307
C 4.70022 -0.46068 1.07785
N 4.92368 0.64246 0.09085
C 4.06062 1.80726 0.45572
C 2.61307 1.28868 0.60554
H 4.91602 0.90939 -2.00928
H 5.10270 -0.76311 -1.46859
H 2.80191 -0.94394 -1.86399
H 2.56423 0.80197 -1.87936
H 3.31905 -1.95820 0.28919
H 2.78314 -1.19361 1.78386
H 5.46026 -1.22781 0.94482
H 4.80684 -0.04416 2.07841
H 5.90337 0.92486 0.10996
H 4.14448 2.55316 -0.33322
H 4.42570 2.24646 1.38184
H 1.92304 1.95633 0.09481
H 2.32137 1.24283 1.65372
O -0.20930 1.24750 -0.50819
S -1.14448 2.09103 0.33918
C -0.57726 3.77788 0.06762
C 0.23850 4.06636 -1.01367
C 0.68502 5.36724 -1.19088
C 0.32309 6.35523 -0.28452
C -0.49512 6.05131 0.79506
C -0.95007 4.75437 0.97824
C -2.67487 2.21586 -0.58942
C -2.64706 2.13780 -1.97177
C -3.82762 2.31176 -2.67576
C -5.01315 2.55660 -1.99211
C -5.02673 2.61466 -0.60579
C -3.85042 2.43790 0.10887
H 0.50985 3.28144 -1.70920
H 1.31902 5.60613 -2.03427
H 0.67778 7.36779 -0.42120
H -0.76800 6.81896 1.50599
H -1.58910 4.50663 1.81791
H -1.71346 1.94256 -2.48504
H -3.81806 2.27865 -3.75707
H -5.93096 2.70697 -2.54449
H -5.95072 2.80422 -0.07695
H -3.85402 2.47534 1.19185
N 0.05165 -0.29532 2.23855
C 0.26351 -1.58856 2.89440
C 0.83973 -2.57548 2.11332
C 1.08942 -3.83695 2.61271
C 0.72266 -4.10668 3.91232
C 0.15452 -3.13805 4.72557
C -0.06390 -1.85740 4.21850
S 0.90391 -5.86741 4.44550
O 1.79658 -5.77976 5.57377
O 1.45293 -6.52349 3.26843
O -0.46944 -6.22319 4.72545
H -0.93030 -0.03182 2.29813
H 0.55206 0.43144 2.74328
H 1.08476 -2.33171 1.08680
H 1.55279 -4.61469 2.02294
H -0.11327 -3.38155 5.74499
H -0.50778 -1.09161 4.84608
C -1.98084 -5.70280 1.48433
C -1.62297 -5.46970 0.02230
N -0.74172 -4.31194 -0.18322
C 0.48886 -4.28475 -0.65224
S 1.17345 -2.79418 -1.23759
N 1.25489 -5.36486 -0.72933
C 1.21118 -6.59454 0.08267
C 2.59558 -6.87241 0.64823
H -2.71949 -6.50122 1.54912
H -2.40895 -4.80339 1.92936
H -1.11965 -6.00257 2.08032
H -2.53230 -5.26235 -0.54853
H -1.15365 -6.34840 -0.41365
H -1.17442 -3.41137 -0.02920
H 2.12441 -5.22185 -1.22029
H 0.88529 -7.42928 -0.53995
H 0.51270 -6.46591 0.90886
H 3.33803 -6.95156 -0.14933
H 2.58078 -7.81306 1.19474
H 2.89023 -6.08485 1.34204
S -2.05219 -1.31113 0.06855
C -2.54267 -1.37857 -1.56640
N -3.74170 -1.95024 -1.83550
C -4.23191 -2.12745 -3.08420
C -3.50703 -1.73540 -4.16571
C -2.27502 -1.09762 -3.94908
C -1.81267 -0.90063 -2.67342
H -4.28359 -2.27364 -1.04332
H -5.20947 -2.58016 -3.16338
H -3.88409 -1.90204 -5.16291
H -1.69885 -0.76037 -4.80062
H -0.88843 -0.39044 -2.47506

Gap between HOMO and LUMO (alpha / beta) = 6.061 / 5.672 eV
Multiplicity = 3
Expectation value of S² = 2.005
Total charge = +2



No. 2
A molecular structure, C26H43CeCl3O2P2. Source: the OMol25 dataset; level of theory: the ωB97M-V functional and the def2-TZVPD basis.

CARTESIAN COORDINATES (ANGSTROEM)
Ce -1.38728 0.78138 0.35122
C -0.00026 0.23136 2.32985
C 0.85104 0.55865 1.21695
C -0.37502 2.44949 1.78344
C -0.77194 1.38913 2.66499
C 0.64349 1.94617 0.90236
C 0.07470 -1.02721 3.11876
H 0.58770 -1.79680 2.53567
H -0.92655 -1.39652 3.36076
H 0.62335 -0.89906 4.06715
C -1.81113 1.49762 3.73756
H -2.55579 0.68762 3.61576
H -2.30611 2.48435 3.68163
H -1.39147 1.41596 4.75220
C -1.10785 3.73016 1.62249
H -1.47153 4.08924 2.58735
H -1.98746 3.61409 0.96280
H -0.46338 4.50201 1.18081
C 1.23542 2.66922 -0.25596
H 1.77669 3.55249 0.08607
H 0.48059 3.02119 -0.97105
H 1.94276 2.02479 -0.78915
C 1.89702 -0.30453 0.58127
H 2.87054 0.19419 0.65617
H 1.72119 -0.46417 -0.48640
H 1.96761 -1.26979 1.07560
C 0.11534 -3.28576 -2.15543
C 1.20393 -3.42941 -1.39459
C 2.64948 -3.20576 -1.77728
C 2.95971 -2.43103 -3.06268
C 2.48684 -1.00089 -3.03145
C 1.33160 -0.46206 -3.43950
C -0.01242 -1.12984 -3.53271
C 0.03804 -2.66963 -3.52644
H 3.05740 -4.22916 -1.88782
H 2.60911 -2.98144 -3.94722
H 3.19093 -2.74240 -0.93356
H 0.91706 -2.99255 -4.09250
H -0.85580 -3.64679 -1.79793
H 1.07545 -3.85242 -0.37438
H -0.90100 -3.04708 -3.97482
H -0.72055 -0.75586 -2.75894
H 1.31404 0.63010 -3.57748
H -0.49227 -0.74274 -4.47342
H 4.05779 -2.37426 -3.13406
H 3.26507 -0.32360 -2.62371
P -0.98831 -0.92223 -6.60702
P -1.06930 1.94143 -7.42199
C -1.32332 -0.67148 -8.44763
C -1.75620 0.75897 -8.73021
H -2.09995 -1.39194 -8.74374
H -0.40910 -0.94637 -9.00403
H -1.39566 1.07048 -9.71916
H -2.85298 0.85920 -8.71856
C -1.70816 3.39816 -8.35458
H -1.28983 4.30702 -7.91151
H -2.80063 3.42086 -8.26534
H -1.43325 3.35030 -9.41644
C 0.63377 1.98149 -8.16692
H 0.59310 1.95968 -9.26482
H 1.24048 1.14302 -7.80447
H 1.10353 2.91990 -7.84643
C -2.53954 -1.87202 -6.25991
H -2.60382 -2.12106 -5.19248
H -2.55506 -2.78385 -6.87012
H -3.39110 -1.23295 -6.52998
C 0.25501 -2.25858 -6.90176
H 0.84555 -1.98935 -7.78478
H -0.26192 -3.20233 -7.09010
H 0.93324 -2.34960 -6.04698
Cl -3.79504 -4.22470 2.56299
C -2.79758 -3.36303 1.38623
Cl -1.08982 -3.91267 1.49276
Cl -3.39921 -3.58974 -0.27682
C -2.77752 -1.82792 1.68058
O -3.01637 -1.40871 2.82258
O -2.39000 -1.09644 0.65774

Gap between HOMO and LUMO (alpha / beta) = 5.901 / 5.909 eV
Multiplicity = 2
Expectation value of S² = 0.751
Total charge = +1



No. 3
C4H9N in the gas phase. Source: the OMol25 dataset; level of theory: the ωB97M-V functional and the def2-TZVPD basis.

CARTESIAN COORDINATES (ANGSTROEM)
N 0.60205 -0.95962 -0.79559
C -0.28702 0.13708 -1.29658
C -0.69837 0.97424 -0.09728
C -0.21594 0.22210 1.14889
C 0.62832 -0.95492 0.65973
H 1.45987 -0.86853 -1.30554
H 0.30106 0.66868 -2.04832
H -1.15557 -0.25272 -1.83386
H -0.17894 1.93909 -0.11131
H -1.74970 1.22172 0.02277
H 0.38240 0.81802 1.83008
H -1.05345 -0.14365 1.74521
H 1.68080 -0.90744 0.97934
H 0.28449 -1.89404 1.10247

Gap between HOMO and LUMO = 9.570 eV
Structure (SMILES) = C1CCNC1



Calculated values (eV) of relative energy (zero: lowest compared OMol25 entry of this formula, charge and spin) for the records, taken in order: 1.3644 0.4635 0.3477.